Entry 1:
One molecule with the formula C5H12O, computed with ωB97M-V with the def2-TZVPD basis set.

## Properties
Kohn-Sham gap ... 10.73 eV
Energy relative to the best compared isomer or geometry (same formula, charge and spin) ... 16.0 kcal/mol
Molar mass ... 88.15 u
Lowest unoccupied orbital energy ... 1.17 eV
Highest occupied orbital energy ... -9.56 eV
SMILES ... CC[C@@H](C)OC

```
18
Properties=species:S:1:pos:R:3:forces:R:3:mulliken_charge:R:1
C -0.730157 -1.836559 0.193432 -0.024 -0.061 0.037 -1.42
C -1.104400 -0.369098 -0.022606 -0.111 0.053 -0.039 -0.35
C -0.017897 0.654795 -0.375344 -0.225 -0.179 -0.070 0.47
C -0.638168 2.045841 -0.451008 -0.007 0.005 -0.070 -1.50
O 1.015894 0.735444 0.587624 -0.024 0.111 0.132 -0.35
C 2.007054 -0.256386 0.508417 0.219 -0.134 -0.006 -0.63
H -0.097181 -2.245922 -0.605180 -0.103 0.151 0.141 0.36
H -0.231593 -1.995133 1.155108 -0.054 0.015 -0.193 0.31
H -1.653557 -2.424273 0.213095 0.140 -0.008 0.008 0.38
H -1.619795 -0.008327 0.878075 0.001 -0.006 -0.171 0.26
H -1.821318 -0.327699 -0.852236 -0.026 0.048 0.155 0.32
H 0.407957 0.390693 -1.360819 0.055 -0.007 0.182 0.31
H -1.607198 2.000266 -0.960630 0.168 0.090 0.084 0.37
H 0.009958 2.738985 -0.991004 -0.027 -0.052 0.059 0.35
H -0.781621 2.439635 0.562068 -0.044 -0.144 -0.170 0.36
H 2.746783 -0.022983 1.272782 0.078 0.090 -0.098 0.26
H 1.625593 -1.254805 0.729705 0.042 0.035 -0.127 0.21
H 2.489653 -0.264481 -0.481484 -0.058 -0.009 0.146 0.28
```
Positions in Å, forces in eV/Å.

Entry 2:
C21H22FeNO as an isolated structure in a non-equilibrium geometry, computed with ωB97M-V with the def2-TZVPD basis set.

## Properties
Kohn-Sham gap (alpha / beta) ... 3.73 / 5.58 eV
Total charge ... -1
Energy relative to the best compared isomer or geometry (same formula, charge and spin) ... 1.0 kcal/mol
Molar mass ... 360.26 u
Lowest unoccupied orbital energy (alpha / beta) ... 2.74 / 2.73 eV
Highest occupied orbital energy (alpha / beta) ... -0.99 / -2.86 eV
2S+1 ... 5

```
46
Properties=species:S:1:pos:R:3:forces:R:3:mulliken_charge:R:1
C -2.879293 -1.606453 1.185387 0.794 -0.144 -0.504 -0.72
O -1.983731 -1.771345 0.071359 -1.597 -0.628 -0.189 -0.47
C -0.659934 -1.503015 0.084514 1.276 0.748 1.727 0.67
C 0.041008 -1.091466 1.276168 -1.029 -0.205 -0.645 0.34
C 1.339084 -0.649319 1.150056 1.141 -0.567 0.049 0.53
C 1.951441 -0.643210 -0.139122 0.133 -0.114 0.484 -0.86
N 3.246047 -0.152289 0.015909 -0.028 -0.066 -0.581 0.03
C 3.480102 0.132362 1.359203 2.180 1.215 0.350 -1.10
C 2.360358 -0.163361 2.177574 -1.264 1.051 2.364 0.10
C 1.296124 -1.130502 -1.278295 0.784 0.155 0.741 -0.77
C 0.006704 -1.602279 -1.149763 -0.892 0.520 0.831 -0.65
H -3.793719 -2.152022 0.903005 0.419 0.221 0.145 0.22
H -2.452403 -2.040240 2.098879 -0.177 0.134 -0.123 0.29
H -3.125107 -0.544703 1.334165 0.189 -0.214 0.061 0.30
H -0.402371 -1.069917 2.290958 -0.022 -0.094 -0.891 0.30
H 3.923330 -0.052547 -0.740049 -0.515 -0.113 0.683 0.20
H 4.454183 0.540472 1.749045 -1.239 -0.560 -0.775 0.46
H 1.913491 0.549644 2.957133 0.216 0.458 -2.009 0.25
H 1.801548 -1.171575 -2.230136 0.087 0.025 -0.158 0.36
H -0.577618 -1.922352 -2.001307 0.069 -0.081 -0.063 0.40
C 3.319215 -2.215625 3.377980 0.855 -1.523 0.541 -1.90
C 2.915768 -0.850906 3.784798 -2.593 -0.639 -0.641 1.36
C 3.908251 -0.024559 4.490222 2.008 1.142 -1.448 1.10
C 3.802439 1.393742 4.928383 -0.308 0.311 -2.036 -0.52
C 4.814437 1.659597 5.906014 0.764 0.299 -1.880 -0.98
C 5.615309 0.498984 6.054836 1.127 -0.519 -2.011 -0.70
C 5.120353 -0.545771 5.177761 0.415 0.671 -1.525 -0.69
Fe 3.691107 0.087182 6.378519 -0.316 0.280 0.603 -0.26
C 2.763011 -1.536160 7.007098 -1.125 -0.852 1.226 -0.50
C 1.812691 -0.467318 6.806816 -1.055 -0.829 1.261 -0.79
C 2.212624 0.642058 7.619531 -1.027 -0.428 1.365 -0.77
C 3.407307 0.270876 8.329628 -0.883 -0.431 1.658 -0.71
C 3.756995 -1.076565 7.948566 -0.865 -0.969 1.603 -0.66
H 2.510032 -2.661752 2.789890 0.374 0.016 -0.288 0.44
H 4.274725 -2.118364 2.833578 -0.489 -0.337 -0.236 0.39
H 3.510792 -2.959399 4.187646 -0.053 0.721 -0.079 0.29
H 1.900501 -0.882248 4.354692 1.662 0.079 -1.005 -0.35
H 3.073981 2.103338 4.503863 0.399 -0.412 0.528 0.40
H 5.001691 2.585696 6.374686 0.036 0.830 0.440 0.56
H 6.508344 0.412310 6.622227 0.450 -0.027 0.551 0.50
H 5.556432 -1.528594 5.007146 -0.193 0.259 0.284 0.44
H 2.681790 -2.531652 6.586676 0.147 0.179 -0.023 0.55
H 0.894309 -0.535038 6.238964 0.151 0.090 -0.050 0.62
H 1.642922 1.554080 7.723490 0.218 0.080 -0.041 0.44
H 3.930421 0.882817 9.054103 -0.008 -0.039 -0.177 0.47
H 4.590164 -1.673125 8.317106 -0.218 0.308 -0.120 0.42
```
Positions in Å, forces in eV/Å.

Entry 3:
C33H38ClCrNO2PS6Si as an isolated structure in a non-equilibrium geometry, computed with ωB97M-V with the def2-TZVPD basis set.

## Properties
Kohn-Sham gap (alpha / beta) ... 5.24 / 5.84 eV
Molar mass ... 819.58 u
Lowest unoccupied orbital energy (alpha / beta) ... -1.78 / -1.18 eV
Highest occupied orbital energy (alpha / beta) ... -7.02 / -7.02 eV
2S+1 ... 2

```
84
Properties=species:S:1:pos:R:3:forces:R:3:mulliken_charge:R:1
Cr 0.059226 -0.637677 0.507040 -0.213 -2.025 -1.299 0.89
C 3.306144 -0.899733 -0.033187 -0.087 -0.057 0.170 -0.58
C 2.957474 0.229754 -1.002198 -0.366 0.104 0.053 -1.35
S 1.237959 0.907512 -0.982157 0.431 0.083 0.387 0.60
C 1.482309 2.418943 0.027524 0.017 -0.074 -0.183 -1.24
C 0.442592 2.610683 1.115622 -0.090 -0.155 -0.011 -0.48
S -0.023069 1.132140 2.071920 -0.008 0.761 0.202 -0.12
C 1.427926 0.884076 3.156086 -0.213 -0.216 -0.305 -0.86
C 2.658344 0.326405 2.457920 -0.149 -0.317 -0.202 -0.64
S 2.226606 -1.113198 1.400693 0.398 0.144 0.223 -0.21
H 3.170111 -1.853421 -0.542423 0.105 -0.016 -0.041 0.32
H 4.332463 -0.821093 0.325722 0.005 -0.020 -0.033 0.58
H 3.617593 1.089874 -0.900437 0.033 -0.024 -0.035 0.73
H 3.052408 -0.162009 -2.014043 0.122 0.053 -0.021 0.39
H 2.494592 2.388706 0.424249 -0.009 0.018 -0.004 0.67
H 1.388906 3.250304 -0.671839 0.021 0.046 0.029 0.34
H 0.765249 3.375191 1.823932 -0.058 0.036 -0.001 0.63
H -0.498469 2.926897 0.661193 0.007 0.045 0.020 0.22
H 1.643399 1.845333 3.621133 -0.019 -0.007 0.057 0.47
H 1.068694 0.199710 3.925028 0.019 -0.001 0.009 0.44
H 3.143276 1.072752 1.835262 0.014 0.010 0.001 0.23
H 3.371892 -0.038792 3.195491 0.051 0.120 0.021 0.56
C -6.203096 -2.439353 2.730762 0.173 -0.227 -0.090 -1.15
Si -4.391455 -2.947162 2.559265 -0.178 -0.038 0.071 0.12
C -4.166724 -4.755626 2.078941 -0.105 0.217 0.102 -1.05
C -3.557953 -2.634282 4.224573 0.004 0.048 -0.278 -1.05
C -3.714844 -1.868390 1.144929 0.355 -0.036 0.292 0.30
C -4.540441 -1.439195 0.107344 0.037 0.055 0.080 0.07
C -4.065189 -0.609209 -0.899294 -0.113 -0.092 0.035 -1.69
C -2.755528 -0.183777 -0.848745 0.036 0.173 -0.142 -0.37
N -1.932989 -0.588196 0.121916 -0.405 -0.068 0.385 0.32
C -2.381926 -1.442648 1.064620 -0.655 0.172 -0.203 0.71
S -1.056950 -1.976350 2.060201 0.711 0.340 -0.086 -0.52
H -6.638505 -2.877621 3.630919 0.013 -0.032 -0.005 0.35
H -6.810551 -2.764109 1.883527 -0.004 0.010 0.001 0.34
H -6.296017 -1.354883 2.813304 0.043 0.013 0.002 0.36
H -4.604787 -5.423159 2.824145 -0.005 0.017 0.021 0.35
H -3.102203 -4.989111 2.008692 0.014 0.024 -0.014 0.31
H -4.623760 -4.983567 1.114555 -0.008 0.040 -0.008 0.34
H -4.206953 -2.957478 5.041931 -0.069 -0.021 -0.082 0.36
H -3.334438 -1.576338 4.372947 -0.020 0.018 0.001 0.35
H -2.621205 -3.182456 4.304727 0.062 -0.015 0.010 0.30
H -5.577559 -1.754951 0.088178 -0.007 0.037 -0.008 0.33
H -4.703625 -0.278545 -1.705686 0.031 0.038 -0.017 0.52
H -2.350241 0.512660 -1.572271 -0.028 -0.059 0.019 0.54
S -3.785725 3.496896 -3.773172 0.230 0.050 -0.139 -0.54
P -1.832068 3.422551 -3.500599 -0.519 0.139 -0.067 0.84
S -1.263136 2.636971 -1.752958 0.340 0.098 0.255 -0.37
C -1.052155 5.083967 -3.604398 -0.176 -0.180 0.057 0.16
C -1.836335 6.198748 -3.864058 0.028 0.004 -0.040 -0.45
C -1.262075 7.463466 -3.886682 0.033 0.011 0.031 -0.55
C 0.091823 7.614332 -3.632125 0.008 0.092 -0.013 -0.45
C 0.878100 6.501209 -3.362542 0.026 -0.062 0.030 -0.78
C 0.308030 5.238484 -3.351372 0.004 0.068 -0.030 -0.11
C -1.026628 2.486168 -4.857119 0.249 0.472 0.314 0.86
C 0.200420 1.862070 -4.658634 0.342 0.739 -0.243 -0.60
C 0.786507 1.139180 -5.687474 0.288 0.483 -0.247 -0.53
C 0.149714 1.036495 -6.915611 0.320 0.333 -0.057 -0.67
C -1.070976 1.665238 -7.118196 0.076 0.320 -0.031 -0.59
C -1.660678 2.388782 -6.091148 0.096 0.156 -0.279 -0.63
H -2.897810 6.061173 -4.029401 0.010 -0.004 -0.039 0.34
H -1.876067 8.331587 -4.090897 -0.001 -0.003 0.005 0.39
H 0.539445 8.600702 -3.635865 -0.013 -0.003 -0.010 0.37
H 1.932584 6.623928 -3.146071 0.004 -0.012 -0.047 0.40
H 0.913989 4.367575 -3.129321 0.002 -0.001 -0.003 0.24
H 0.682916 1.925970 -3.689893 -0.059 -0.009 -0.011 0.16
H 1.736403 0.643749 -5.525029 -0.028 -0.056 -0.002 0.42
H 0.601490 0.455088 -7.709725 -0.029 -0.001 0.003 0.34
H -1.571908 1.582901 -8.074523 0.014 -0.009 0.044 0.46
H -2.623130 2.865457 -6.227983 -0.013 -0.023 0.030 0.45
Cl -1.949465 -1.292366 -7.302013 -0.226 -0.366 -0.103 -0.21
C -1.190090 -1.562866 -5.767884 -0.012 -0.117 0.380 -0.24
C -0.659500 -2.814248 -5.486855 0.040 -0.015 -0.023 -0.73
C -0.026661 -3.022759 -4.273162 0.087 -0.065 -0.039 -0.87
C 0.045993 -1.996338 -3.339994 -0.097 0.088 0.105 0.53
C -0.507065 -0.752937 -3.629240 -0.148 -0.474 0.255 1.35
C -1.111977 -0.524435 -4.853939 -0.650 -0.715 0.031 -1.13
C 0.777795 -2.209939 -2.046537 0.593 0.051 -0.758 -0.46
O 1.911027 -2.668557 -2.045410 -0.381 -0.066 0.236 -0.71
O 0.126904 -1.826635 -0.986423 -0.023 0.748 1.281 -0.35
H -0.737522 -3.608251 -6.216577 0.010 -0.007 -0.005 0.44
H 0.411120 -3.984203 -4.037532 0.017 -0.001 -0.052 0.49
H -0.445266 0.051301 -2.902748 -0.117 -0.036 -0.095 -0.32
H -1.523612 0.448530 -5.092103 -0.218 -0.746 0.155 1.35
```
Positions in Å, forces in eV/Å.